Record 1
Here is a 7-piece molecular cluster, C48H50BF6O2S overall from the OMol25 dataset. Energies are from wB97M-V/def2-TZVPD.

Each line ends with the Mulliken charge.
Element x y z (Å)
C: 2.32212 3.36437 2.06277  -1.35
C: 0.87963 3.09521 1.51472  -0.01
B: 0.97476 3.10240 -0.02177  0.59
O: 1.21705 4.21440 -0.73964  -0.63
S: 0.83241 1.52731 -1.13968  0.19
C: 2.43800 0.66359 -1.09199  -0.55
C: 2.70596 -0.24338 0.11040  -0.79
O: 2.28672 0.31454 1.34101  -0.46
C: -0.43777 0.44384 -0.47006  -0.31
C: -1.64779 1.23690 -0.05826  0.34
C: -2.17106 2.23985 -0.87006  -0.44
C: -3.31383 2.95035 -0.51875  -1.12
C: -3.97024 2.65217 0.66937  -0.72
C: -3.43737 1.66917 1.49475  -1.06
C: -2.28493 0.95475 1.15717  1.48
C: -1.78579 -0.09318 2.11279  -1.77
H: 2.40111 4.38981 2.39744  0.41
H: 3.04353 3.24675 1.25377  0.27
H: 2.59188 2.64938 2.82828  0.39
H: 0.21168 3.89471 1.83018  0.57
H: 0.48982 2.15864 1.89842  -0.05
H: 0.88569 4.13953 -1.64418  0.28
H: 3.22735 1.39360 -1.24139  0.34
H: 2.40514 0.03327 -1.97758  0.58
H: 3.79160 -0.34886 0.15197  0.40
H: 2.31929 -1.24900 -0.03871  0.33
H: 1.73650 -0.33389 1.79218  0.14
H: -0.71162 -0.22213 -1.28847  0.75
H: -0.07117 -0.18818 0.32304  -0.23
H: -1.69790 2.48479 -1.81490  0.58
H: -3.71011 3.70848 -1.17465  0.51
H: -4.86801 3.14547 0.98603  0.65
H: -3.94448 1.43311 2.41846  0.40
H: -0.70850 -0.21946 2.09916  0.21
H: -2.27570 -1.03734 1.88302  0.58
H: -2.04521 0.15906 3.13609  0.44
F: 3.58015 1.96221 -7.00140  -0.30
C: 4.14212 2.50220 -5.90357  0.39
C: 5.50202 2.73392 -5.87177  -0.62
C: 6.05663 3.29016 -4.72699  -0.32
C: 5.25322 3.59613 -3.63525  -0.90
C: 3.88826 3.35058 -3.69496  -0.12
C: 3.32199 2.80469 -4.83669  -0.31
H: 6.11145 2.48098 -6.72881  0.45
H: 7.11955 3.48401 -4.68733  0.38
H: 5.69090 4.02532 -2.74383  0.44
H: 3.25720 3.58887 -2.84624  0.51
H: 2.25826 2.61293 -4.90812  0.44
F: -6.90085 2.39769 0.99165  -0.29
C: -7.35664 1.25307 0.42692  0.36
C: -6.45040 0.32866 -0.05772  0.14
C: -6.93632 -0.83980 -0.62864  -0.53
C: -8.30334 -1.06228 -0.71520  -0.55
C: -9.19198 -0.11586 -0.22489  -0.43
C: -8.71907 1.05155 0.35596  -0.51
H: -5.38983 0.51894 0.01015  0.24
H: -6.24316 -1.57888 -1.00775  0.36
H: -8.67568 -1.97291 -1.16445  0.38
H: -10.25767 -0.28533 -0.29431  0.37
H: -9.39463 1.79847 0.75080  0.43
F: 1.39017 -1.88278 3.06265  -0.45
C: 0.95782 -3.04087 2.48759  0.22
C: 1.88197 -3.89070 1.91859  -0.32
C: 1.42733 -5.06433 1.33062  -0.48
C: 0.07024 -5.35978 1.31233  -0.52
C: -0.84163 -4.48426 1.88811  -0.72
C: -0.39322 -3.31521 2.48760  -0.25
H: 2.93468 -3.63876 1.93922  0.52
H: 2.13651 -5.74921 0.88626  0.40
H: -0.27803 -6.27264 0.85043  0.44
H: -1.89483 -4.70502 1.87147  0.56
H: -1.07880 -2.62126 2.95301  0.64
F: -2.55580 -6.80567 2.07133  -0.27
C: -2.67794 -7.76069 3.02711  0.46
C: -3.28411 -8.95579 2.70254  -0.55
C: -3.40142 -9.92971 3.68351  -0.36
C: -2.92197 -9.69230 4.96462  -0.57
C: -2.31875 -8.47936 5.26675  -0.42
C: -2.18908 -7.50194 4.29057  -0.25
H: -3.65663 -9.11690 1.69967  0.41
H: -3.86853 -10.87561 3.44610  0.36
H: -3.01868 -10.45327 5.72691  0.37
H: -1.94772 -8.29183 6.26509  0.35
H: -1.71510 -6.55226 4.50213  0.46
F: 5.09163 4.69247 2.68221  -0.31
C: 5.73052 4.01958 3.66526  0.34
C: 5.80546 2.64333 3.59266  -0.25
C: 6.46434 1.95596 4.60213  -0.44
C: 7.02707 2.64823 5.66516  -0.49
C: 6.93528 4.03249 5.71805  -0.35
C: 6.28586 4.72942 4.70955  -0.48
H: 5.35397 2.12269 2.75792  0.47
H: 6.53824 0.87775 4.55779  0.36
H: 7.53722 2.10902 6.45164  0.38
H: 7.37038 4.57311 6.54735  0.37
H: 6.20958 5.80830 4.72796  0.42
F: -1.19540 -0.94334 -6.38843  -0.33
C: -0.97846 0.32228 -6.80225  0.46
C: -2.05761 1.16852 -6.96158  -0.54
C: -1.82817 2.47136 -7.38126  -0.29
C: -0.53434 2.90462 -7.64083  -0.73
C: 0.53592 2.03382 -7.47879  -0.30
C: 0.31618 0.73162 -7.05216  -0.54
H: -3.05779 0.80807 -6.76094  0.45
H: -2.66232 3.14861 -7.50614  0.40
H: -0.36050 3.92034 -7.97014  0.41
H: 1.53872 2.36714 -7.68416  0.55
H: 1.13677 0.03938 -6.91366  0.47

Results
net charge = +1
multiplicity = 1
E_tot = -82493.582 eV
molar mass = 815.8 g mol⁻¹
strongest force on any atom = 0.0180 Eh/bohr
LUMO level = -2.7 eV

Record 2
Here is a 9-piece molecular cluster, C41H106B2F8N7O5 overall at a distorted geometry from the OMol25 dataset. Energies are from wB97M-V/def2-TZVPD.

Each line ends with the Mulliken charge.
Element x y z (Å)
C: 1.34211 1.51706 1.91146  -0.54
C: 2.41007 2.32641 2.77836  -0.39
C: 3.76666 1.91470 2.37871  -0.93
N: 4.89928 2.57325 3.27109  0.32
C: 4.81992 4.10265 3.13893  -1.13
C: 4.76753 2.20461 4.80653  -0.24
C: 6.08192 1.71196 5.22146  -0.80
C: 7.03513 2.30482 4.24063  -0.66
C: 6.33659 2.26699 2.93717  -0.46
H: 0.33879 1.41137 2.32411  0.04
H: 1.59285 0.45673 1.88115  0.15
H: 1.16444 1.93803 0.92185  -0.05
H: 2.30223 2.36974 3.86215  0.68
H: 2.24321 3.36025 2.47599  0.33
H: 4.17847 2.35470 1.47046  0.51
H: 4.02284 0.88232 2.61673  0.28
H: 4.69263 4.45946 2.11688  0.33
H: 5.78199 4.48443 3.48063  0.49
H: 4.07301 4.49318 3.83009  0.35
H: 4.61263 3.11290 5.38885  0.24
H: 3.99725 1.44373 4.93233  0.20
H: 6.34418 2.02674 6.23153  0.42
H: 5.91410 0.65036 5.40293  0.35
H: 7.26993 3.27980 4.66768  0.32
H: 7.96900 1.74354 4.27131  0.40
H: 6.75170 2.90693 2.15855  0.35
H: 6.17494 1.21468 2.70349  0.36
C: 1.14277 -3.53249 -4.46485  -1.44
C: 1.57584 -2.08641 -4.10962  0.54
C: 2.86005 -2.12111 -3.31660  -1.49
N: 3.70301 -0.89958 -3.11397  0.81
C: 2.86590 0.23615 -2.45651  -1.89
C: 4.21371 -0.31808 -4.47281  -0.68
C: 5.47540 0.37593 -4.13254  -0.70
C: 6.09389 -0.24846 -2.91527  -0.64
C: 4.96089 -1.13900 -2.27860  -0.62
H: 1.82807 -4.09187 -5.10166  0.46
H: 0.12134 -3.53525 -4.84534  0.33
H: 1.17551 -4.16958 -3.58103  0.15
H: 0.74092 -1.60343 -3.60193  -0.23
H: 1.89209 -1.66261 -5.06276  0.42
H: 3.56937 -2.87988 -3.64712  0.53
H: 2.73725 -2.35794 -2.25975  0.79
H: 3.35217 1.21043 -2.40744  0.53
H: 2.56200 0.00436 -1.43572  0.39
H: 2.09250 0.40141 -3.20662  0.61
H: 3.54594 0.23255 -5.13538  0.42
H: 4.53429 -1.22842 -4.97939  0.53
H: 5.28402 1.40926 -3.84322  0.10
H: 6.17180 0.43647 -4.96887  0.52
H: 6.15894 0.57682 -2.20621  0.25
H: 7.04138 -0.78731 -2.91404  0.38
H: 4.77361 -0.81905 -1.25358  0.31
H: 5.22328 -2.19587 -2.32636  0.50
C: -3.52176 1.54277 0.29437  -1.11
N: -4.78528 2.40455 0.27831  0.77
C: -5.97538 1.66061 -0.45966  -0.65
C: -5.27276 2.61183 1.77287  -1.03
C: -4.48445 3.77590 -0.43434  0.19
C: -5.41919 4.93899 -0.13883  -0.90
O: -6.59092 4.62551 -0.82607  -0.57
H: -3.36593 1.18619 -0.72379  -0.03
H: -3.80183 0.65233 0.85720  0.36
H: -2.67003 2.01731 0.78166  0.45
H: -5.59102 1.30686 -1.41634  0.09
H: -6.70400 2.46643 -0.54840  0.40
H: -6.38406 0.87744 0.17887  0.37
H: -6.28060 3.02671 1.75774  0.41
H: -4.53136 3.22418 2.28615  0.38
H: -5.40796 1.66072 2.28785  0.30
H: -4.54885 3.61949 -1.51113  0.18
H: -3.44080 3.82420 -0.12360  0.07
H: -4.98385 5.82063 -0.60923  0.36
H: -5.70801 5.21374 0.87567  0.42
H: -7.27139 4.46827 -0.16740  0.37
C: 0.24491 5.76066 -2.43155  -0.88
N: 0.24020 4.22066 -2.57876  0.00
C: -0.93907 3.61038 -1.80277  -0.83
C: 0.05618 3.83589 -4.10873  -0.89
C: 1.63958 3.55905 -2.12777  0.65
C: 2.86504 4.13913 -2.86336  -1.04
O: 3.67911 4.89706 -2.01821  -0.53
H: -0.68905 6.12704 -2.85769  0.40
H: 1.08984 6.16604 -2.98821  0.39
H: 0.28307 6.04033 -1.37873  0.34
H: -1.07864 2.56108 -2.06275  -0.27
H: -1.88521 4.08762 -2.05805  0.57
H: -0.73575 3.78916 -0.74692  0.46
H: -0.84838 4.34290 -4.44462  0.43
H: -0.00717 2.75533 -3.98036  0.46
H: 0.99093 4.01172 -4.64109  0.28
H: 1.42111 2.55162 -2.48199  -0.13
H: 1.62289 3.69021 -1.04582  0.21
H: 2.50687 4.87291 -3.58542  0.46
H: 3.33858 3.51609 -3.62210  0.33
H: 4.34624 4.33869 -1.61231  0.32
C: 1.11358 -6.44936 1.15480  -0.88
N: 0.81445 -4.93961 0.99547  0.11
C: 1.58252 -4.05470 1.90923  -0.98
C: 1.28921 -4.61945 -0.49411  -1.16
C: -0.78331 -4.70580 1.11026  0.20
C: -1.39083 -4.90533 2.51393  -1.14
O: -0.95709 -3.88793 3.35821  -0.20
H: 0.84154 -6.67984 2.18484  0.43
H: 2.12882 -6.74830 0.89398  0.34
H: 0.46325 -7.02291 0.49434  0.40
H: 1.51535 -4.69891 2.78592  0.45
H: 1.05284 -3.13982 2.17481  0.28
H: 2.63192 -3.95311 1.63256  0.38
H: 2.36625 -4.73181 -0.61848  0.51
H: 0.88159 -3.62342 -0.66690  0.35
H: 0.85559 -5.43183 -1.07732  0.44
H: -1.18552 -5.39626 0.36890  0.49
H: -1.02332 -3.68851 0.80108  -0.25
H: -1.36805 -5.96923 2.74992  0.52
H: -2.45470 -4.67579 2.57382  0.39
H: -0.69571 -4.29950 4.18519  0.26
C: -4.22252 -3.54956 -4.54891  -0.83
N: -3.72683 -2.72484 -3.35387  0.24
C: -2.49596 -1.89168 -3.89168  -0.74
C: -4.79479 -1.71522 -2.88829  -1.09
C: -3.29654 -3.59543 -2.15968  0.16
C: -4.36566 -4.62453 -1.67493  -0.90
O: -5.63924 -4.07645 -1.40010  -0.47
H: -3.50672 -4.36850 -4.61999  0.35
H: -4.20492 -2.89754 -5.42222  0.35
H: -5.19678 -3.85212 -4.16504  0.43
H: -2.74615 -1.17295 -4.67201  0.49
H: -1.79460 -2.49719 -4.46575  0.22
H: -1.80557 -1.49048 -3.14971  -0.02
H: -4.90618 -0.96603 -3.67214  0.52
H: -4.67392 -1.33822 -1.87273  0.21
H: -5.73926 -2.25918 -2.87457  0.55
H: -2.96529 -2.96825 -1.33202  -0.18
H: -2.53329 -4.27964 -2.53036  0.33
H: -3.95336 -5.02682 -0.74958  0.40
H: -4.66772 -5.42300 -2.35264  0.40
H: -5.60849 -3.82383 -0.47444  0.31
C: -3.20711 -2.10855 5.48644  -0.78
N: -2.08273 -1.07164 5.29074  0.15
C: -2.14114 -0.58968 3.77084  -0.83
C: -2.39632 0.02713 6.31476  -0.82
C: -0.71519 -1.69503 5.70085  -0.55
C: 0.51099 -1.06576 5.00307  -0.41
O: 0.49037 0.28519 5.24283  -0.53
H: -4.10744 -1.55269 5.22463  0.40
H: -3.24218 -2.46243 6.51681  0.37
H: -2.92577 -2.76749 4.66501  0.27
H: -1.84972 -1.43357 3.14554  0.15
H: -1.26084 0.05310 3.76996  0.22
H: -3.05530 -0.00800 3.65224  0.61
H: -2.06456 -0.35633 7.27964  0.41
H: -3.46253 0.25342 6.30505  0.41
H: -1.83373 0.94835 6.16325  0.28
H: -0.77154 -2.76474 5.49923  0.11
H: -0.53129 -1.60240 6.77122  0.50
H: 0.52533 -1.30259 3.93921  -0.07
H: 1.41209 -1.56592 5.35797  0.67
H: 0.82587 0.41462 6.13293  0.40
B: -3.55182 1.75716 -4.20144  0.20
F: -2.44733 1.58027 -4.96235  -0.35
F: -4.70785 1.55849 -4.92329  -0.34
F: -3.47421 0.91435 -3.07990  0.11
F: -3.53639 3.06170 -3.67203  -0.35
B: -0.61965 -0.54104 -0.69756  -1.39
F: -1.93637 -0.60025 -1.00456  0.17
F: -0.49298 -0.69219 0.69283  0.31
F: -0.12159 -1.64348 -1.38118  0.09
F: -0.04487 0.61629 -1.12115  0.50

Results
net charge = +5
multiplicity = 1
relative energy (zero: lowest compared OMol25 entry of this formula, charge and spin) = 6.675 eV
E_tot = -87954.851 eV
molar mass = 951.0 g mol⁻¹
strongest force on any atom = 0.0796 Eh/bohr
LUMO level = -9.9 eV

Record 3
Here is a 2-piece molecular cluster, C33H35N4O overall at a distorted geometry from the OMol25 dataset. Energies are from wB97M-V/def2-TZVPD.

Each line ends with the Mulliken charge.
Element x y z (Å)
C: -1.76400 0.46151 -5.64907  -0.83
O: -2.68773 0.95928 -4.66082  -0.41
C: -2.27350 1.55066 -3.50891  0.68
C: -3.31284 1.88852 -2.59694  -1.29
C: -2.99920 2.34707 -1.33821  -0.32
C: -1.65850 2.60141 -0.97124  0.60
C: -1.36338 3.10393 0.36521  1.94
C: -0.06343 3.63155 0.75811  -0.27
C: 0.12084 3.37219 2.15081  0.04
C: 1.37393 3.47131 2.75587  -0.59
C: 2.44395 3.95261 1.99461  -0.61
C: 2.26855 4.24741 0.63502  -1.07
C: 1.01776 4.10981 0.00627  -0.31
C: -1.04693 2.67872 2.64524  0.72
C: -1.95130 2.48834 1.55122  0.38
C: -3.00371 1.57422 1.69411  -0.64
C: -3.19237 0.95265 2.93775  -1.07
C: -2.29912 1.15511 4.00162  -0.72
C: -1.18601 1.98971 3.84301  -0.83
C: -0.63783 2.25238 -1.88336  -0.54
C: -0.92523 1.77068 -3.14410  -1.01
H: -2.43748 0.06650 -6.41656  0.26
H: -1.14642 1.26493 -6.06546  0.33
H: -1.13018 -0.34227 -5.25024  0.34
H: -4.34212 1.73081 -2.90769  0.51
H: -3.80838 2.56359 -0.64662  0.44
H: 1.48953 3.11626 3.77776  0.39
H: 3.43022 4.03238 2.45329  0.43
H: 3.12505 4.58907 0.04980  0.40
H: 0.87886 4.39019 -1.03308  0.75
H: -3.66585 1.35639 0.87461  0.44
H: -4.05209 0.29279 3.07392  0.43
H: -2.43766 0.61795 4.94380  0.43
H: -0.40334 2.08080 4.60075  0.42
H: 0.39656 2.35427 -1.57421  0.82
H: -0.11139 1.52173 -3.84045  0.44
C: -2.81045 6.29268 -4.21670  -1.09
C: -4.17761 6.18307 -3.58136  -0.70
N: -4.32703 6.93245 -2.32122  0.02
C: -5.47122 7.81954 -2.29535  -0.67
C: -5.33621 8.91559 -1.26759  -0.83
N: -4.75388 8.44260 -0.04895  -0.17
C: -5.00462 9.29241 1.07500  -0.84
C: -4.03404 9.04963 2.20412  -0.68
N: -3.72587 7.64821 2.38501  0.03
C: -3.22370 7.30292 3.72598  -0.76
C: -3.98041 6.18368 4.40215  -1.09
C: -3.50590 6.85735 1.28133  -0.13
C: -2.75662 5.66562 1.31181  -0.84
N: -2.49115 4.97388 0.19516  0.04
C: -2.95410 5.38506 -0.99798  -1.13
C: -3.75036 6.54016 -1.13896  -0.25
C: -4.01578 7.30059 0.02994  1.81
H: -2.80196 5.67533 -5.11592  0.36
H: -2.61962 7.32494 -4.52222  0.35
H: -2.00883 5.97156 -3.56175  0.26
H: -4.92569 6.59667 -4.25681  0.50
H: -4.44331 5.12634 -3.40975  0.31
H: -5.57484 8.26119 -3.29161  0.43
H: -6.39967 7.26477 -2.09507  0.29
H: -4.72519 9.73621 -1.67959  0.35
H: -6.32699 9.32628 -1.03623  0.42
H: -4.92540 10.33629 0.74100  0.41
H: -6.03633 9.13783 1.43208  0.35
H: -3.12143 9.63410 2.01194  0.28
H: -4.45842 9.42289 3.14113  0.43
H: -2.15280 7.05896 3.65500  0.37
H: -3.31415 8.21602 4.31630  0.47
H: -3.52651 6.00527 5.37754  0.38
H: -5.02001 6.47701 4.56913  0.34
H: -3.96392 5.25994 3.83504  0.29
H: -2.35958 5.30189 2.26440  0.41
H: -2.73565 4.77147 -1.86930  0.61

Results
net charge = +1
multiplicity = 1
relative energy (zero: lowest compared OMol25 entry of this formula, charge and spin) = 0.626 eV
E_tot = -42790.531 eV
molar mass = 503.7 g mol⁻¹
strongest force on any atom = 0.0359 Eh/bohr
LUMO level = -4.0 eV